No. 1
DFT (ωB97M-V with the def2-TZVPD basis set) results for 2 unconnected molecules or ions with the total composition C13H6Cl2N3O4 in a non-equilibrium geometry.

```
28
Properties=species:S:1:pos:R:3:forces:R:3
N 3.1393 2.0248 -1.3489 -1.3819 -0.2862 1.8206
C 2.3706 1.8552 -0.4868 1.4641 0.1389 -2.3791
C 1.4356 1.6405 0.5636 0.8860 -1.0323 0.8168
C 1.5178 0.5352 1.3573 0.1896 0.9811 -0.9844
C 2.4610 -0.4977 1.0998 1.8349 -2.1098 -0.5777
N 3.2509 -1.3398 0.9172 -1.6432 1.7984 0.3732
C 0.7582 0.4032 2.6054 -0.4031 -0.9911 0.8654
O 0.9505 -0.5482 3.3527 -0.4281 1.4073 -0.7996
C -0.2122 1.5056 2.8897 0.1790 0.9083 -0.6777
Cl -1.1669 1.2993 4.2782 -0.1548 -0.0045 0.1326
C -0.2604 2.6332 2.1240 0.2199 -0.8739 0.6391
Cl -1.2552 3.9582 2.4913 -0.1547 0.0265 0.0325
C 0.6506 2.8232 0.9555 -0.4207 1.2373 -0.7409
O 0.8042 3.8842 0.3688 -0.3761 -1.3647 1.0671
C -1.4319 -3.7740 -0.9042 0.0542 -0.0416 -0.0300
C -1.4865 -2.3933 -1.5163 0.5221 0.5696 0.7046
O -0.6908 -1.5304 -0.6513 -0.7570 -0.3359 -0.2125
C -0.8052 -0.1638 -0.9344 0.6943 0.6146 -1.5676
C -0.1878 0.2488 -2.1450 -0.1540 -1.8646 1.2001
C -0.4145 1.5221 -2.6073 0.0190 2.6685 -1.8863
N -0.5331 2.5633 -3.1427 0.0533 -1.4396 1.0568
O -1.3647 0.5931 -0.1464 -0.1245 -0.3910 0.9503
H -2.0841 -4.4385 -1.4739 0.0325 -0.1195 0.0391
H -0.4078 -4.1634 -0.9366 -0.2046 0.0413 0.0725
H -1.7732 -3.7454 0.1376 0.0916 -0.0010 -0.2339
H -1.0707 -2.3901 -2.5338 -0.1433 0.0655 0.1892
H -2.5241 -2.0263 -1.5400 0.2719 0.0284 -0.0636
H 0.3304 -0.4788 -2.7738 -0.1661 0.3703 0.1936
```
Positions in Å, forces in eV/Å.

The value obtained for the calculated total energy is -1884.6004 hartree. Its net charge is -1.

No. 2
DFT (ωB97M-V with the def2-TZVPD basis set) results for 2 unconnected molecules or ions with the total composition C13H6Cl5O4S in a non-equilibrium geometry.

```
29
Properties=species:S:1:pos:R:3:forces:R:3
Cl -0.3016 0.6386 4.4606 0.2222 -0.1946 -0.4591
C 0.4805 -0.7616 3.8198 -1.1373 -2.0247 0.5143
C -0.2290 -1.9545 3.6885 0.5517 0.7718 0.2656
Cl -1.9287 -1.9560 3.6035 -0.6351 -0.0591 0.3763
C 0.3961 -3.2849 3.6560 -0.2863 -0.9087 -0.0762
O -0.2178 -4.3472 3.5576 0.8199 1.6037 0.1110
C 1.9306 -3.2998 3.8683 0.0500 -1.3144 0.5325
O 2.5018 -4.3298 4.2221 -0.7802 1.5132 -0.7265
C 2.6075 -2.0120 3.7031 -0.4888 1.3020 0.1509
Cl 4.3154 -2.0874 3.6670 0.1910 0.1421 -0.0261
C 1.9226 -0.8090 3.7432 1.1255 -1.3431 0.0504
Cl 2.7704 0.6678 3.8419 0.1229 0.0987 -0.1632
Cl -0.2535 -0.3726 1.2997 0.0326 -1.0571 1.4217
C -0.2149 0.7375 0.1142 -0.3451 1.8478 -2.7484
S 0.1639 0.1610 -1.4622 -0.3953 0.3716 1.3759
C -0.6384 1.1789 -2.7055 0.2122 0.1600 0.0695
C -1.9267 0.8495 -3.1036 -0.3086 0.1506 0.0258
C -2.5466 1.5878 -4.1111 0.2486 -0.1518 0.2292
C -1.8599 2.6263 -4.7363 0.1365 -0.1570 0.1209
C -0.5552 2.9260 -4.3556 0.2007 -0.1223 0.2138
C 0.0695 2.1953 -3.3423 -0.2373 0.0942 0.1014
O 1.5815 0.3221 -1.7149 0.2069 -0.3599 -0.6912
O -0.4882 -1.1301 -1.5951 0.6568 -0.2997 -0.3155
H -0.3484 1.7974 0.3028 0.0768 -0.2781 -0.0115
H -2.4332 0.0182 -2.6133 0.1418 0.2307 -0.1216
H -3.5617 1.3374 -4.3969 0.0574 0.0484 -0.0806
H -2.3302 3.1799 -5.5375 -0.0413 0.0733 0.0005
H -0.0009 3.7251 -4.8401 -0.1396 -0.0850 -0.0240
H 1.0950 2.3960 -3.0337 -0.2586 -0.0525 -0.1161
```
Positions in Å, forces in eV/Å.

The value obtained for the calculated total energy is -3499.0250 hartree. Its energy relative to the best compared isomer or geometry (same formula, charge and spin) is 40.5 kcal per mole. Its net charge is -1.

No. 3
DFT (ωB97M-V with the def2-TZVPD basis set) results for a molecular structure, C13H7AuClN2O12S2.

```
38
Properties=species:S:1:pos:R:3:forces:R:3
Au 0.0878 2.1793 -1.9343 0.4354 -0.1099 -0.3374
O 1.0988 4.1551 1.7869 -0.0570 0.0485 0.0149
S 0.0921 3.1719 1.5026 0.0305 -0.0092 -0.1092
O -0.8248 2.8637 2.5818 0.0076 -0.0851 0.0797
O -0.5683 3.2244 0.2065 0.0435 0.1872 0.0927
C 1.1081 1.6257 1.4181 0.0616 0.0131 0.0775
C 1.3206 1.0668 2.8071 -0.0209 0.0780 0.0785
C 1.9464 -0.0943 2.8951 0.0488 0.0574 0.0243
C 2.4285 -0.6750 1.6021 -0.1786 -0.1989 -0.1200
C 2.9817 0.3439 0.6639 0.0685 0.0280 -0.0161
C 2.3605 1.5139 0.5634 0.0895 -0.0292 -0.1315
S 3.0854 2.7247 -0.5973 0.1142 -0.2163 0.2879
O 3.8453 1.8724 -1.4829 0.0288 0.0088 -0.0380
O 3.8544 3.5992 0.2456 -0.0487 0.0332 -0.0478
O 1.9320 3.3627 -1.2317 -0.4878 0.1178 -0.1012
H 0.8808 1.6097 3.6312 0.0197 -0.0069 0.0130
H 2.1078 -0.6225 3.8235 -0.0110 -0.0237 0.0155
H 3.0493 -1.5577 1.7131 0.0695 0.0954 0.0459
H 3.8285 0.1035 0.0369 0.0012 0.0152 -0.0194
O 1.2263 -1.2976 0.8965 -0.1697 0.1924 -0.0021
C 0.2418 -0.5475 0.5478 -0.0309 -0.0733 0.0021
O 0.1044 0.6888 0.7721 0.0041 -0.2321 -0.0004
C -0.8658 -1.1741 -0.1901 0.2368 -0.0346 0.1092
C -0.7948 -2.5226 -0.5252 -0.1513 0.1465 -0.0712
C -1.8318 -3.0560 -1.2608 0.0739 0.1312 -0.2055
C -2.9182 -2.3029 -1.6745 0.1015 0.1385 0.0725
C -2.9414 -0.9715 -1.3089 -0.1791 -0.2018 0.1391
C -1.9332 -0.3715 -0.5836 -0.0582 -0.1267 -0.0360
N -4.0841 -0.1430 -1.7450 0.5412 0.3639 -0.6323
O -4.1286 0.9929 -1.3345 -0.1945 -0.1582 0.2089
O -4.8386 -0.6332 -2.5603 -0.2313 -0.1392 0.2036
N -1.7810 -4.4838 -1.6215 -0.4060 -0.1596 0.7428
O -2.7276 -4.9401 -2.2260 0.1314 0.0248 -0.2782
O -0.8508 -5.1337 -1.1884 0.1518 0.0306 -0.2692
H 0.0393 -3.1417 -0.2353 0.0250 0.0093 0.0107
H -3.7096 -2.7323 -2.2681 -0.0086 -0.0012 0.0009
H -1.9763 0.6845 -0.3493 0.0065 -0.0175 0.0267
Cl -0.8449 0.6178 -3.3762 -0.0571 0.1036 0.1688
```
Positions in Å, forces in eV/Å.

The value obtained for the calculated total energy is -2904.1097 hartree. Its energy relative to the best compared isomer or geometry (same formula, charge and spin) is 13.2 kcal per mole. Its net charge is -1.

no.,HOMO energy (eV),LUMO level (eV)
1,-4.088,0.0
2,-3.199,0.4
3,-6.054,0.5